No. 1
ORCA calculation (ωB97M-V with the def2-TZVPD basis set) on C3H6FNO in the gas phase at a distorted geometry.

LUMO = 0.0354 hartree
Structure (SMILES) = [H]/N=C/O[C@@H](C)F
ΔE to the lowest compared entry with this formula, charge and spin = 160.80 kJ/mol
Frontier orbital gap = 11.2314 eV

Last column: Löwdin charge in e.
Geometry (Å):
F  -0.6037  -0.6636  1.5000  0.04
O  1.0300  0.5199  0.4402  0.00
N  0.8350  -1.4283  -0.7351  0.13
C  -0.3215  0.5067  0.8513  -0.41
C  -1.3582  0.7648  -0.2238  -0.01
C  1.5283  -0.4457  -0.3593  -0.28
H  -1.5011  -0.2712  -0.6129  0.09
H  2.5486  -0.4990  -0.4307  0.10
H  -0.3907  1.3690  1.5094  0.14
H  -2.2209  1.2509  0.1709  0.08
H  -0.9915  1.0978  -1.1257  0.05
H  1.4458  -2.2012  -0.9842  0.06

Forces on the atoms, in the same order (eV/Å):
F 0.0551 0.3389 0.3575
O 0.4868 0.6253 -0.5757
N -0.4101 -0.1635 0.0372
C -0.2573 1.1633 -0.6273
C 0.4963 -3.7851 0.4796
C -2.8131 -1.6263 1.2637
H -1.0533 0.4029 0.6323
H 2.6891 0.9302 0.0154
H 0.3742 -0.3750 0.7767
H -0.5852 0.1950 -0.0218
H 1.0792 2.0643 -1.6073
H -0.0616 0.2298 -0.7303

---

No. 2
ORCA calculation (ωB97M-V with the def2-TZVPD basis set) on a 2-piece molecular cluster, C5H15NP overall.

LUMO = -0.1202 hartree
Charge = +1
ΔE to the lowest compared entry with this formula, charge and spin = 145.10 kJ/mol
Frontier orbital gap = 8.4887 eV

Last column: Löwdin charge in e.
Geometry (Å):
P  2.9018  0.0478  0.0757  0.80
N  -1.5752  0.4116  0.5828  0.04
C  1.4739  0.7552  0.6963  -0.42
C  -0.6658  -0.7343  -1.3707  0.00
C  -0.4930  -1.6721  0.9883  -0.02
C  -0.8615  -0.5538  0.0824  -0.34
C  -2.1177  1.5780  -0.0673  -0.01
H  -0.5825  0.2024  -1.9148  0.09
H  0.4289  -2.1494  0.6712  0.09
H  2.7351  -0.2576  -1.2627  -0.03
H  -1.8538  2.4644  0.5094  0.11
H  -1.5329  -1.2727  -1.7642  0.12
H  -3.2066  1.5065  -0.1061  0.11
H  1.5436  0.8833  1.7748  0.00
H  3.1254  -1.1878  0.6544  -0.03
H  -1.7408  1.6858  -1.0797  0.09
H  4.2260  0.5056  0.0196  -0.04
H  -1.7321  0.4064  1.5869  0.17
H  1.2903  1.7111  0.2058  -0.01
H  0.2142  -1.3408  -1.5687  0.09
H  -0.3811  -1.3406  2.0169  0.10
H  -1.2774  -2.4312  0.9618  0.11

Forces on the atoms, in the same order (eV/Å):
P -0.4136 -0.1108 0.0051
N 0.0738 -0.4899 0.2008
C 0.5110 0.1654 -0.1914
C 0.0900 0.2344 -0.2939
C 0.0585 -0.1598 0.2216
C -0.1408 0.2453 0.6092
C -0.3373 0.4647 -0.3897
H 0.0079 0.0014 0.0047
H 0.0187 0.0582 -0.0444
H -0.0285 -0.0737 -0.4018
H 0.0509 -0.0558 -0.0441
H -0.0474 -0.0274 0.0188
H 0.0736 -0.0067 -0.0143
H -0.1026 -0.0645 0.0876
H 0.0454 -0.3395 0.1846
H 0.0307 -0.0339 0.0646
H 0.1855 0.3614 0.1681
H 0.1873 -0.2133 -0.1623
H -0.1163 0.0198 -0.0373
H -0.0232 0.0115 0.0778
H -0.0024 0.0373 0.0358
H -0.1214 -0.0241 -0.0994

---

No. 3
ORCA calculation (ωB97M-V with the def2-TZVPD basis set) on a 2-piece molecular cluster, C5H11O overall at a distorted geometry.

LUMO (spin up / spin down) = -0.2475 / -0.2475 hartree
Charge = +1
ΔE to the lowest compared entry with this formula, charge and spin = 337.39 kJ/mol
Frontier orbital gap (spin up / spin down) = 6.5376 / 6.5366 eV

Last column: Löwdin charge in e.
Geometry (Å):
O  2.6078  -0.2960  -0.3009  -0.05
C  -2.4508  -0.1429  -0.3928  -0.09
C  1.6523  -1.1068  -0.0805  -0.19
C  2.3615  1.1683  -0.1945  0.04
C  0.3163  -0.8438  0.1582  0.02
C  -1.7524  0.4009  0.7536  0.17
H  -3.4821  0.0531  -0.1740  0.13
H  -2.3069  -1.2105  -0.3536  0.09
H  2.2899  1.5530  -1.2668  0.13
H  -0.1272  0.0851  -0.0713  0.00
H  -1.7333  1.4599  0.7149  0.11
H  1.6004  1.3170  0.5000  0.06
H  1.9000  -2.1685  -0.0684  0.15
H  -2.2671  0.1202  -1.4382  0.13
H  -1.7410  -0.2235  1.6102  0.10
H  3.4229  1.4635  -0.0613  0.12
H  -0.2904  -1.6289  0.6654  0.09

Forces on the atoms, in the same order (eV/Å):
O 0.5886 1.1940 -0.6100
C 1.2782 -1.7887 -0.3936
C -2.4560 -0.4057 1.1571
C 3.6259 -1.3952 -3.7439
C 0.6780 -2.4364 1.1577
C -1.0098 0.0419 -1.9440
H -1.1474 0.2571 0.3173
H -0.4598 -0.5910 -0.1253
H -1.1280 -0.5288 1.4016
H -0.6626 1.5399 -0.7479
H 0.9435 1.0322 0.8472
H -0.8942 0.8854 1.1439
H 0.4160 0.2181 -0.0203
H 0.2436 0.8917 0.4454
H 0.3478 0.0621 0.9785
H -0.9965 0.4590 1.2421
H 0.6326 0.5643 -1.1057

---

No. 4
ORCA calculation (ωB97M-V with the def2-TZVPD basis set) on a 2-piece molecular cluster, C5H12O2 overall at a distorted geometry.

LUMO = 0.0212 hartree
Structure (SMILES) = CC(C)CC=O.O
ΔE to the lowest compared entry with this formula, charge and spin = 148.29 kJ/mol
Frontier orbital gap = 10.3249 eV

Last column: Löwdin charge in e.
Geometry (Å):
O  -1.9494  1.2571  3.4890  -0.07
O  1.7864  -1.3520  1.3700  0.03
C  1.0455  0.5232  -0.0630  -0.13
C  1.6777  -0.1670  1.1073  -0.25
C  -0.1495  -0.3053  -0.6766  -0.42
C  0.4577  -1.5300  -1.3975  -0.08
C  -1.0451  0.6460  -1.4417  -0.09
H  -1.1758  0.7061  3.3628  0.02
H  -1.6571  0.2255  -2.2414  0.08
H  0.7276  -1.1951  -2.4149  0.08
H  1.7967  0.6273  -0.8516  0.13
H  -0.7847  -0.7769  0.0847  0.13
H  -0.4902  1.4462  -1.9598  0.08
H  1.4102  -1.8583  -0.9971  0.06
H  -1.6629  1.1656  -0.7208  0.07
H  -0.2195  -2.3769  -1.4891  0.08
H  -2.5300  1.1302  2.7072  0.05
H  2.1935  0.3660  1.9298  0.12
H  0.5688  1.4682  0.2027  0.11

Forces on the atoms, in the same order (eV/Å):
O -0.7724 0.1773 -0.6121
O -0.9787 0.0771 -1.3880
C -1.9328 -1.2555 -0.1988
C 1.3614 -0.8602 2.0986
C 1.0845 -1.2189 0.5669
C 0.0854 0.9971 -1.6216
C 0.3556 0.6220 -0.9005
H 0.0379 -0.1901 -0.1736
H -0.1507 -0.4077 0.3575
H -0.2187 -0.2598 0.0044
H -0.0098 0.3618 0.0984
H 0.3416 0.5051 0.4646
H 0.1857 -0.2922 0.1834
H -0.1967 -0.0975 0.5386
H -0.4306 0.1086 0.0322
H -0.0510 0.0494 0.0607
H 0.7434 -0.0099 0.7761
H -0.2913 1.4087 -0.5840
H 0.8371 0.2848 0.2970